Below is a molecular structure, C20H46OP4SeV in a non-equilibrium geometry, with properties calculated with ωB97M-V/def2-TZVPD.

```
73
Properties=species:S:1:pos:R:3:forces:R:3:lowdin_spin:R:1
H -2.451980 -1.875942 0.921287 0.0 0.2 0.4 0.0001
C 1.725482 -5.413781 -1.695509 0.9 -0.6 -1.5 0.0807
H 2.803598 4.945898 -0.998301 -0.1 0.0 -0.1 0.0000
C 0.240332 4.839594 0.727071 0.0 -0.3 -0.1 0.0000
H -2.715130 -1.004601 2.477694 0.2 -0.2 -0.2 0.0000
C 2.812791 0.992180 1.980958 -0.4 0.6 -0.2 -0.0001
H -0.172943 0.787725 3.208629 -0.3 0.2 0.0 0.0000
H -3.330479 1.357320 1.264501 0.3 -0.2 -0.3 0.0000
H -0.852625 -8.216812 -2.546952 0.5 0.6 0.2 0.0018
P -1.200246 0.223973 1.040491 -0.9 0.2 0.7 0.0003
H 0.887046 4.741069 1.595078 0.1 0.1 0.1 0.0000
C -2.664287 1.131850 0.413862 0.0 0.2 -0.5 0.0000
H -2.347594 2.071134 -0.060959 -0.1 -0.2 0.3 0.0000
H 1.329751 -2.510146 2.641546 0.0 0.4 0.2 -0.0004
H -0.194855 -3.721711 0.480376 0.3 -0.7 0.3 0.0283
H 0.624414 -1.112968 -4.204902 -0.1 -0.2 -0.1 0.0000
C 1.879824 -6.150867 -2.864848 0.6 1.6 1.3 0.0800
H 0.490314 -1.001812 3.204206 0.4 -0.4 0.0 0.0000
C -1.971140 -1.302570 1.724496 0.4 0.0 -0.2 0.0006
H 3.306912 1.041836 -1.350211 -0.2 0.0 0.3 -0.0003
H -1.011891 -1.834363 -4.385681 0.3 0.1 0.2 0.0000
H 2.075537 1.808136 1.945617 0.2 -0.2 0.1 0.0000
H 0.289967 5.852780 0.317796 0.0 0.0 0.3 0.0000
H -2.203129 1.191038 -2.383333 0.2 -0.1 -0.2 0.0000
H 3.666271 1.261481 1.338542 -0.3 -0.1 0.3 0.0000
H -2.647999 -2.185335 -2.666235 0.2 0.2 0.2 0.0001
P 2.108819 -0.592553 1.404185 1.3 -0.4 1.4 -0.0003
P 0.756448 3.715164 -0.569322 0.6 2.9 -0.1 0.0000
P -0.734590 -0.760180 -2.252249 -1.9 -0.6 -1.3 0.0000
H 2.070236 -1.487023 -2.635921 -0.3 0.3 0.4 -0.0004
C -0.159955 -1.691299 -3.704553 0.6 0.0 0.2 -0.0004
H 1.198687 -7.874100 -3.950788 -0.1 0.0 0.0 0.0116
H -2.904788 -1.217182 -1.188737 0.2 -0.2 -0.2 0.0000
H 2.187814 -1.337227 3.686670 -0.1 0.0 -0.2 0.0000
C -1.442810 0.741499 -3.033414 0.3 0.2 0.4 0.0000
H 4.177658 -1.618470 2.123010 -0.3 0.0 -0.2 0.0000
H -1.033609 3.986727 -2.117801 0.0 0.2 0.0 0.0000
C -0.123489 -7.425323 -2.289110 -1.2 0.1 2.0 0.1112
H 3.152314 0.875451 3.019782 0.0 -0.1 -0.3 0.0000
C 1.003552 -7.214378 -3.111082 0.0 -0.3 -0.6 0.3129
H -1.884970 1.325108 3.073283 0.4 -0.1 -0.1 0.0000
C -0.266211 -6.692716 -1.093589 -0.4 -0.8 -0.8 0.0320
H 2.682060 -5.895907 -3.551279 -0.1 -0.2 0.0 0.0006
H 0.552390 4.002165 -2.928684 -0.1 0.2 -0.1 0.0000
Se 0.853450 -4.740309 0.869967 -0.8 0.5 0.0 0.0594
H 3.403448 -2.581381 0.809525 0.2 0.4 0.2 0.0000
C 2.545618 3.924230 -0.712538 -0.1 -0.7 0.1 0.0000
H 2.123819 0.977982 -2.733112 -0.2 0.2 0.0 -0.0003
H 3.018429 3.710948 0.254073 -0.1 0.1 -0.1 0.0000
C 0.696439 -5.708859 -0.767347 0.1 -0.2 -0.5 0.2810
H 4.308152 -1.064315 0.446886 -0.1 -0.1 0.1 0.0000
H 0.000786 5.442262 -1.991906 0.0 -0.2 -0.3 0.0000
C -0.005051 4.348667 -2.057051 0.1 -0.3 0.0 0.0000
V 0.812876 0.056746 -0.592948 -0.3 1.9 0.7 0.0121
H 2.391639 -4.594272 -1.449562 0.1 -0.2 -0.2 0.0004
C 2.476402 0.519679 -1.815431 0.2 -2.4 -0.1 -0.0073
H -1.878297 0.455002 -3.999299 0.0 0.1 0.2 0.0000
H 2.949952 3.218582 -1.446955 0.0 0.3 0.0 0.0000
C -0.920958 1.232899 2.546475 0.5 0.2 0.0 0.0002
C 1.443659 -1.441286 2.885600 -0.5 0.1 -0.4 -0.0002
H -3.226411 0.562276 -0.331601 0.0 0.1 0.2 0.0000
C 3.644727 -1.561510 1.162967 -0.1 -0.3 -0.5 -0.0002
H -0.777735 4.606325 1.038940 -0.1 0.2 -0.1 0.0000
H -0.645823 1.479616 -3.201823 -0.2 -0.1 -0.1 0.0000
H -1.086614 -6.880813 -0.394183 0.3 -0.1 -0.4 -0.0017
H -1.820888 -2.642139 -1.145162 -0.2 0.2 -0.2 0.0003
O 0.296879 2.316246 -0.252245 0.4 -4.0 -0.2 0.0003
H -0.574378 2.240982 2.280412 -0.1 -0.3 0.0 0.0000
C 2.355586 -0.931945 -1.738053 0.7 1.9 -0.4 -0.0025
H 0.243778 -2.661525 -3.385617 -0.1 0.2 -0.2 0.0000
C -2.166728 -1.795864 -1.756886 0.1 0.1 0.3 0.0005
H 3.048395 -1.499574 -1.110101 -0.4 0.3 -0.1 -0.0005
H -1.209412 -1.940317 2.191081 -0.3 0.1 0.0 0.0003
```
Positions in Å, forces in eV/Å.

energy relative to the best compared isomer or geometry (same formula, charge and spin)	0.000	eV
2S+1	2
orbital gap (alpha / beta)	6.95 / 5.51	eV
calculated total energy	-5574.1983	a.u.
charge	+4
HOMO energy (alpha / beta)	-20.5 / -20.4	eV

Below is 5 unconnected molecules or ions with the total composition C20H47BNO14P in a non-equilibrium geometry, with properties calculated with ωB97M-V/def2-TZVPD.

```
84
Properties=species:S:1:pos:R:3:forces:R:3:lowdin_charge:R:1
H -5.747952 6.795742 4.300079 -0.3 -0.1 0.0 0.0728
C -0.378355 -1.239988 -6.273328 0.0 0.1 0.2 -0.0655
H 0.313782 0.936747 -0.144278 0.1 -0.1 0.0 0.1260
H 3.366840 -2.311017 -1.578199 0.1 0.0 -0.1 0.0881
C 11.389932 -1.928490 2.304754 -0.1 -0.1 0.2 -0.0648
O 9.011384 -1.511276 1.909684 0.0 -0.1 -0.1 0.0387
O -4.898929 -5.060027 -3.038377 0.1 0.1 0.1 0.0406
C 0.651969 -2.346702 -6.342456 -0.2 0.0 -0.2 -0.2132
H -2.692748 5.039340 4.996635 0.1 0.0 0.1 0.0740
H 6.815470 -0.091043 4.691688 0.1 0.0 0.0 0.1001
H 0.099599 -0.268703 -6.405570 0.0 0.0 -0.1 0.0806
C 8.576830 -1.057956 3.081217 -0.1 0.0 -0.2 -0.6138
H -0.689636 -0.287601 1.817578 0.0 0.0 -0.1 0.0788
H -0.620832 1.193540 2.765826 -0.1 0.1 0.0 0.0881
O -6.708161 -4.234946 -2.203726 -0.1 0.1 0.1 0.0058
C 3.942681 -1.485412 1.939719 0.1 -0.1 0.1 -0.0214
C 1.425942 -2.443225 -4.135408 0.1 -0.3 -0.3 -0.6153
H -2.344891 -4.262679 -5.119915 0.0 0.0 0.0 0.0757
H 12.388001 -1.671894 1.950886 0.0 0.0 0.0 0.0805
H -1.126650 -1.372952 -7.054575 0.0 0.0 0.0 0.0803
H -5.011451 3.477501 2.867248 0.1 0.0 0.1 0.0403
H 4.930753 -1.358654 2.368159 0.0 0.2 0.0 0.0697
C -2.833716 4.973241 3.916937 0.0 0.2 0.4 -0.0923
H -4.551299 -5.463580 -5.035647 -0.1 0.1 0.0 0.1218
H -1.700160 1.090045 1.367057 0.0 0.1 0.0 0.0633
C -7.886196 -3.434043 -2.343020 -0.1 0.0 0.1 -0.0386
O -5.305982 2.281331 1.007189 0.0 0.0 -0.1 -0.3860
H -3.980367 6.262841 1.358439 0.2 -0.1 -0.1 0.0741
P -4.862994 3.904646 1.537260 -0.2 0.3 0.1 0.8367
H 3.369643 -2.180178 2.552288 -0.1 0.0 -0.1 0.1045
C -0.726360 0.799633 1.754592 0.1 -0.3 0.2 -0.0578
H 11.226228 -2.995727 2.152131 0.0 0.0 -0.1 0.0820
H -8.453066 -3.570067 -1.427244 0.1 0.0 0.0 0.0921
C 2.143789 -0.151727 1.304205 0.2 0.0 0.0 -0.6057
C -4.554837 5.715458 2.111120 -0.2 -0.1 0.3 -0.3321
C -5.956133 -4.295871 -3.301582 0.0 -0.2 0.0 -0.6167
O -1.995390 3.681686 1.052775 -0.4 0.2 0.4 0.0726
H -7.622888 -2.384974 -2.454724 0.0 0.0 -0.1 0.0974
H 7.294938 -1.680888 5.338662 0.1 0.1 0.0 0.1004
H 0.199708 -3.325223 -6.183760 0.0 0.0 0.1 0.1160
H -3.399394 -6.112034 -3.874021 -0.1 0.0 0.1 0.1223
H -1.445344 4.429853 0.798829 0.4 -0.2 -0.2 0.1095
C 2.362996 -2.355166 -1.988382 0.0 -0.2 -0.1 -0.0271
H 1.134168 -2.354023 -7.317674 0.1 0.0 0.0 0.1215
H 0.304711 2.418660 0.802750 0.1 0.0 0.1 0.1081
O 0.376347 -2.885843 -3.749450 -0.2 0.1 0.3 0.1185
H -5.537546 6.192291 2.111598 -0.1 0.1 -0.1 0.0627
H 11.343432 -1.730951 3.374095 0.0 0.1 0.0 0.0746
O 9.176680 -0.344022 3.838523 0.1 0.1 0.1 0.1287
H -3.627978 -3.155649 -4.620137 -0.1 0.0 -0.1 0.0759
O 3.317132 -0.199996 1.936107 0.1 0.0 0.1 0.0139
C 6.773954 -1.165726 4.534059 -0.1 0.0 0.1 -0.0378
H 4.045395 -1.876514 0.930973 -0.1 0.0 0.0 0.0886
H -8.478239 -3.764043 -3.193151 0.0 0.0 -0.1 0.0948
C -3.069005 -4.046095 -4.335177 -0.2 0.2 0.2 -0.0634
O -6.212923 -3.776417 -4.355776 0.0 0.1 -0.1 0.1212
H -3.037338 3.930614 3.698643 0.0 -0.1 -0.1 0.0515
H -3.498292 6.928778 3.506492 0.0 0.1 0.0 0.1210
H 10.421217 -1.313562 0.487682 -0.1 0.0 0.0 0.1220
H 1.909753 -3.312210 -1.740464 -0.1 0.0 0.0 0.1011
C -3.954093 5.936017 3.515574 0.0 0.1 -0.2 -0.4788
C -3.985801 -5.232978 -4.133422 0.3 -0.2 -0.3 -0.2105
H -4.277597 4.107889 -1.250002 0.1 0.0 -0.4 0.0663
H -4.611073 6.297545 5.524763 -0.1 -0.2 0.2 0.0726
H -5.585720 5.059460 4.686801 -0.1 -0.1 0.1 0.0725
H -2.861375 3.283302 -1.399894 0.3 0.3 -0.4 0.0863
O 1.636320 -1.069757 0.712748 -0.2 0.0 0.0 0.1120
C 10.349578 -1.124106 1.556286 0.3 0.1 -0.1 -0.2086
C 0.374477 1.337180 0.867924 -0.4 0.0 -0.1 -0.2005
H 10.475288 -0.054278 1.717523 -0.1 0.0 0.1 0.1237
H -0.884842 -1.237283 -5.309620 0.0 -0.1 0.0 0.0710
O 1.669840 1.078267 1.430261 0.0 0.2 0.0 0.0467
C -5.056710 6.001952 4.577439 0.4 0.3 -0.3 -0.0903
O 2.509018 -2.211788 -3.408692 0.2 0.2 0.1 0.0124
H -4.733853 1.612821 1.397049 0.0 -0.1 0.1 0.0091
B -3.244834 3.861852 0.485965 0.3 0.1 -0.6 -0.6998
H -2.526325 -3.820749 -3.417189 0.1 -0.1 0.0 0.0813
O 1.720332 -2.151779 -5.404853 0.0 0.1 -0.1 0.0350
H -6.023018 4.316540 0.867593 0.0 -0.1 -0.1 0.0421
H -1.881004 5.252255 3.473334 0.0 -0.1 -0.2 0.0730
H 1.772375 -1.545365 -1.582485 -0.2 0.0 0.0 0.0751
H 5.735833 -1.482937 4.516311 0.0 -0.1 -0.1 0.0825
N -3.314764 4.065803 -0.942407 -0.7 -0.4 1.0 0.1500
O 7.339726 -1.524719 3.269152 -0.1 0.0 0.1 -0.0084
```
Positions in Å, forces in eV/Å.

2S+1	1
orbital gap	9.08	eV
calculated total energy	-2264.6515	a.u.
charge	0
HOMO energy	-8.8	eV

Question: Which of these has the lowest charge?
Answer: C20H47BNO14P